Record 1
Density functional theory data (ωB97M-V/def2-TZVPD) for the molecule C5H8O2.

Cartesian coordinates (Å):
C 1.50628 0.68094 0.59005
C 0.15847 0.36624 -0.04451
O -0.16618 1.45979 -0.87502
C 0.22566 -0.91917 -0.89420
O -0.88008 -0.98373 -1.77495
C -0.89548 0.15655 0.98240
C -1.77014 -0.09081 1.77462
H 2.22340 0.88627 -0.21098
H 1.86695 -0.15369 1.19881
H 1.42365 1.57150 1.21794
H -0.87174 1.14343 -1.46077
H 0.27223 -1.79805 -0.23590
H 1.12232 -0.89864 -1.51970
H -1.66645 -1.16929 -1.24350
H -2.53200 -0.29073 2.49596

Cartesian forces (eV/Å) of the 6 atoms listed first:
0.07 -0.01 0.03
0.10 -0.13 0.18
-0.18 -0.01 -0.13
0.24 -0.03 0.06
-0.25 -0.09 0.14
-0.42 -0.14 0.36

Properties
spin multiplicity	1
SMILES	C#C[C@](C)(O)CO
E_tot	-345.72267	a.u.
energy above the lowest of the compared OMol25 structures with the same formula, charge and spin	216.0	kJ/mol

Mulliken atomic charge list, values in e, 6 entries: -1.525, 1.354, -0.575, -0.675, -0.552, -1.145



Record 2
Density functional theory data (ωB97M-V/def2-TZVPD) for a cluster of 2 separate species, C5H8O2P in total.

Cartesian coordinates (Å):
C -2.06879 1.11761 0.35388
C -1.12361 0.40156 -0.29584
C 0.49134 -1.71570 0.29977
C 0.03481 -0.22515 0.47829
C 1.21797 -0.54029 -0.26767
O 4.27412 -0.73404 -0.35757
O 3.60874 1.60571 -0.29148
P 3.53646 0.12454 0.55983
H -2.95076 1.65239 -0.10897
H -2.15665 1.10714 1.38418
H -1.08055 0.43252 -1.47052
H 1.06953 -2.14546 1.18743
H 0.15874 -2.52147 -0.36250
H 0.01432 0.30504 1.45341
H 1.30505 -0.38189 -1.36911
H 3.96038 1.26856 -1.14548

Cartesian forces (eV/Å) of the 6 atoms listed first:
-0.88 -0.12 -2.95
-0.36 0.44 -0.79
1.75 0.18 1.17
-2.61 0.41 -0.87
3.92 0.64 -0.24
1.90 -2.10 -1.34

Properties
spin multiplicity	1
E_tot	-687.10882	a.u.
net charge	-1
energy above the lowest of the compared OMol25 structures with the same formula, charge and spin	282.9	kJ/mol

Mulliken atomic charge list, values in e, 6 entries: -0.826, -0.158, -0.468, 0.096, -0.677, -0.582



Record 3
Density functional theory data (ωB97M-V/def2-TZVPD) for the molecule C5H8O2S.

Cartesian coordinates (Å):
C -0.52136 2.17700 -0.36898
C 0.71841 0.16242 0.00418
C -0.30065 -0.51211 0.47211
C -1.21215 0.05666 1.44861
C -1.02505 -1.43974 -0.60945
H -0.60945 3.20244 -1.03146
H -1.48784 1.67962 -0.51627
H -0.65663 2.32879 0.83710
H 0.18793 -1.31149 1.20824
H -1.98389 0.73045 0.94740
H -0.54599 0.76607 2.12513
H -1.57201 -0.88676 1.91125
H -0.48953 -2.24073 -1.33960
O 0.56022 1.45196 -0.47312
O -2.17164 -1.02746 -0.74848
S 2.13085 -0.64561 -0.00299

Cartesian forces (eV/Å) of the 6 atoms listed first:
-5.33 4.07 3.16
6.03 4.67 -3.35
-3.73 -8.26 3.73
-1.37 2.66 1.08
-1.54 2.46 -0.82
1.03 -2.66 1.81

Properties
spin multiplicity	1
SMILES	COC(=S)[C@@H](C)C=O
E_tot	-743.80614	a.u.
energy above the lowest of the compared OMol25 structures with the same formula, charge and spin	475.9	kJ/mol

Mulliken atomic charge list, values in e, 6 entries: -0.582, 0.132, 0.513, -1.459, 0.040, 0.236



Record 4
Density functional theory data (ωB97M-V/def2-TZVPD) for the molecule C5H8O3.

Cartesian coordinates (Å):
C 0.79852 -1.15912 -0.60650
C -0.59805 -1.12259 0.43267
C -1.88044 0.54976 -0.03585
C -0.92839 1.57018 -0.27337
C 1.47986 0.87312 0.33939
H 1.24693 -2.37859 -0.40294
H 0.59379 -1.07329 -1.81862
H 0.04910 -0.77903 1.39246
H -0.57484 -2.30808 0.45491
H -2.92483 0.68079 -0.26826
H -1.22556 2.51871 -0.40892
H 1.05722 0.66955 1.46770
H 2.26400 1.72692 0.50056
O -1.73141 -0.88961 -0.17467
O 0.42366 1.50779 -0.35661
O 1.95045 -0.38652 -0.24196

Cartesian forces (eV/Å) of the 6 atoms listed first:
0.28 -3.71 -1.13
8.43 -7.22 -0.22
0.77 1.06 -3.09
-0.77 -6.65 1.76
-0.57 0.01 3.27
-1.33 3.65 -0.89

Properties
spin multiplicity	1
SMILES	C1=C\OCOCCO/1
E_tot	-420.79530	a.u.
energy above the lowest of the compared OMol25 structures with the same formula, charge and spin	684.6	kJ/mol

Mulliken atomic charge list, values in e, 6 entries: -0.440, -0.275, -0.380, -0.145, -0.281, 0.285



Record 5
Density functional theory data (ωB97M-V/def2-TZVPD) for the molecule C5H8O3.

Cartesian coordinates (Å):
C -2.35524 -0.10564 0.11924
C -0.94287 -0.35298 0.19636
C -3.36126 0.75627 -0.30895
C 2.61312 -0.15376 -0.41022
C 1.40881 -0.92606 0.13204
O -1.63497 -0.90304 -0.90736
O -1.84623 -0.92728 1.20855
O 0.34439 0.02872 0.22981
H -4.35957 0.16487 -0.64973
H -2.94802 0.99227 -1.27411
H -3.55535 1.66245 0.26157
H 3.61165 -0.65681 -0.42178
H 2.50546 0.10998 -1.51909
H 2.94651 0.79306 0.11516
H 1.71433 -1.07926 1.20017
H 0.88716 -1.65558 -0.51937

Cartesian forces (eV/Å) of the 6 atoms listed first:
5.87 -1.61 0.98
-1.31 0.67 -0.52
-4.16 0.01 -1.73
1.62 0.90 -2.42
0.30 1.06 0.90
0.19 -0.86 -0.40

Properties
spin multiplicity	1
SMILES	CCO[C@]12O[C@@]1(C)O2
E_tot	-420.83366	a.u.
energy above the lowest of the compared OMol25 structures with the same formula, charge and spin	583.9	kJ/mol

Mulliken atomic charge list, values in e, 6 entries: 0.528, 0.729, -0.928, -1.130, -0.092, -0.537



Record 6
Density functional theory data (ωB97M-V/def2-TZVPD) for the molecule C5H8O3S.

Cartesian coordinates (Å):
C 0.92385 0.05241 1.09298
C 0.24719 0.76236 0.18923
C -0.27656 -1.51443 -0.77554
C -0.65553 -0.08539 -0.68341
C 0.38500 2.24403 -0.19487
O 0.00783 -2.35322 1.84656
O 2.06406 -2.14686 0.58086
O -2.00077 -0.23264 -0.00622
S 0.72720 -1.71870 0.79271
H 1.51538 0.42564 1.95187
H -1.13107 -2.21756 -0.79619
H 0.44899 -1.90501 -1.53924
H -0.95039 0.20937 -1.70861
H -0.72731 2.44951 -0.60467
H 1.16320 2.40226 -0.96722
H 0.55077 2.97610 0.60297
H -2.29184 0.65214 0.21878

Cartesian forces (eV/Å) of the 6 atoms listed first:
3.97 -5.12 5.84
-4.78 5.46 -6.99
2.18 -2.45 0.82
-2.26 0.47 -0.30
-2.55 -1.04 -0.67
-0.81 -0.36 0.29

Properties
spin multiplicity	3
E_tot	-818.99343	a.u.
energy above the lowest of the compared OMol25 structures with the same formula, charge and spin	31.7	kJ/mol
expectation value of S²	2.009

Mulliken atomic charge list, values in e, 6 entries: -0.900, 0.436, -0.932, 0.313, -0.966, -0.592



Record 7
Density functional theory data (ωB97M-V/def2-TZVPD) for a structure of composition C5H8O3Zn.

Cartesian coordinates (Å):
O 2.08092 0.64621 -1.69671
C 0.97074 1.11591 -1.99432
C 0.09218 0.52217 -3.04794
H 0.45023 1.71189 -1.21301
H -0.77596 0.05072 -2.56179
H -0.29005 1.32696 -3.69707
H 0.62474 -0.21115 -3.66557
O 0.10134 -0.89383 0.05530
O 0.82059 -0.03295 1.97380
C -1.29841 -0.47438 0.33438
C -2.18972 -1.57076 -0.22275
C 1.13362 -0.53666 0.84229
H -1.44689 0.42719 -0.28487
H -3.24128 -1.24659 -0.17573
H -1.96029 -1.80028 -1.28016
H -2.11561 -2.50276 0.35825
Zn -1.08160 -0.07473 2.28151

Cartesian forces (eV/Å) of the 6 atoms listed first:
-2.22 1.83 -1.38
2.02 -2.92 2.15
-0.06 0.55 -0.83
0.22 0.61 -0.52
0.29 0.14 -0.06
-0.04 -0.27 0.12

Properties
spin multiplicity	1
E_tot	-2200.19234	a.u.
energy above the lowest of the compared OMol25 structures with the same formula, charge and spin	0.0	kJ/mol

Mulliken atomic charge list, values in e, 6 entries: -0.452, 0.196, -0.620, 0.278, 0.012, 0.336



Record 8
Density functional theory data (ωB97M-V/def2-TZVPD) for a structure of composition C5H8O4.

Cartesian coordinates (Å):
C 0.12964 -0.18063 -0.09427
C 1.28378 1.44921 0.55051
C 1.87574 0.11054 0.15024
C -1.38953 -1.23937 0.34283
C -2.52737 -0.38559 -0.15848
O -0.13803 -0.39765 -1.48892
O -0.07515 1.12148 0.23865
O 2.50628 -0.65233 1.15791
O -1.33809 -2.34582 0.77764
H 1.61754 1.79056 1.54441
H 1.45914 2.29738 -0.15165
H 2.39130 -0.08783 -0.87267
H -3.47684 -0.74070 0.06445
H -2.30265 -0.12022 -1.19978
H -2.45942 0.46033 0.41024
H 2.50240 -1.49985 0.84660
H -0.05874 0.42050 -2.11772

Cartesian forces (eV/Å) of the 6 atoms listed first:
0.08 -1.98 -1.66
1.01 1.56 -1.52
-2.22 -2.84 -1.11
2.61 0.39 -0.22
1.73 -1.20 -1.02
0.56 1.62 -1.67

Properties
spin multiplicity	1
E_tot	-496.13178	a.u.
energy above the lowest of the compared OMol25 structures with the same formula, charge and spin	448.6	kJ/mol

Mulliken atomic charge list, values in e, 6 entries: 0.333, -0.529, 0.229, 0.610, -1.161, -0.551